(1)
{
  "formula": "C36H46GeN6P2S3Sn",
  "method": "ωB97M-V/def2-TZVPD",
  "symbols": ["Sn", "S", "P", "C", "P", "S", "C", "C", "C", "C", "C", "C", "C", "C", "C", "C", "C", "C", "C", "C", "C", "C", "C", "C", "C", "C", "C", "C", "C", "C", "H", "H", "H", "H", "H", "H", "H", "H", "H", "H", "H", "H", "H", "H", "H", "H", "H", "H", "H", "H", "C", "N", "C", "C", "S", "N", "C", "C", "H", "H", "H", "H", "H", "H", "H", "H", "H", "H", "H", "H", "C", "Ge", "C", "C", "C", "H", "H", "H", "H", "H", "H", "H", "H", "H", "H", "N", "C", "N", "N", "C", "N", "H", "H", "H", "H"],
  "positions_angstrom": [[0.892, 0.080, -0.042], [2.665, -1.253, 1.523], [1.309, -0.662, 2.917], [-0.115, -0.271, 2.060], [-1.031, 1.046, 2.700], [-0.775, 2.876, 1.970], [-0.943, 1.126, 4.555], [-1.230, 0.041, 5.381], [-1.200, 0.166, 6.766], [-0.866, 1.379, 7.351], [-0.558, 2.460, 6.539], [-0.610, 2.336, 5.155], [-2.800, 0.556, 2.402], [-3.627, 1.343, 1.609], [-4.937, 0.952, 1.336], [-5.441, -0.226, 1.861], [-4.619, -1.028, 2.642], [-3.309, -0.645, 2.895], [2.157, 0.575, 3.975], [2.152, 0.569, 5.366], [2.783, 1.584, 6.079], [3.401, 2.627, 5.407], [3.375, 2.659, 4.018], [2.753, 1.644, 3.308], [1.087, -2.128, 4.015], [2.076, -2.580, 4.888], [1.857, -3.693, 5.688], [0.652, -4.381, 5.612], [-0.307, -3.981, 4.694], [-0.082, -2.866, 3.893], [-1.436, -0.929, 4.955], [-1.432, -0.692, 7.385], [-0.820, 1.470, 8.431], [-0.273, 3.409, 6.981], [-0.371, 3.178, 4.516], [-3.222, 2.260, 1.195], [-5.564, 1.571, 0.707], [-6.459, -0.532, 1.647], [-4.993, -1.963, 3.044], [-2.668, -1.309, 3.457], [1.651, -0.225, 5.904], [2.786, 1.558, 7.162], [3.892, 3.417, 5.962], [3.848, 3.475, 3.485], [2.728, 1.667, 2.224], [3.024, -2.056, 4.931], [2.631, -4.032, 6.367], [0.471, -5.234, 6.255], [-1.228, -4.543, 4.594], [-0.803, -2.543, 3.148], [-1.307, 4.956, -1.221], [-2.394, 4.302, -1.938], [-2.777, 5.046, -3.128], [-2.220, 2.919, -2.173], [-0.747, 2.198, -2.259], [-3.395, 2.255, -2.369], [-4.683, 2.803, -1.990], [-3.415, 0.833, -2.680], [-1.666, 5.934, -0.886], [-0.418, 5.092, -1.848], [-1.028, 4.362, -0.354], [-1.940, 5.122, -3.836], [-3.079, 6.054, -2.837], [-3.612, 4.563, -3.633], [-4.547, 3.742, -1.463], [-5.197, 2.097, -1.335], [-5.318, 2.969, -2.868], [-2.418, 0.493, -2.945], [-4.098, 0.650, -3.514], [-3.756, 0.258, -1.813], [0.316, -4.382, 0.868], [0.759, -3.489, -0.832], [-0.035, -4.652, -2.226], [2.704, -3.663, -1.057], [0.042, -1.682, -1.148], [0.592, -5.441, 0.809], [-0.751, -4.309, 1.096], [0.876, -3.923, 1.683], [0.534, -5.585, -2.313], [-0.037, -4.143, -3.190], [-1.070, -4.903, -1.971], [2.965, -4.629, -1.505], [3.190, -3.580, -0.080], [3.080, -2.860, -1.690], [-1.036, -1.736, -0.951], [2.473, -3.067, -5.080], [2.350, -1.662, -5.163], [3.080, -1.092, -6.251], [1.782, -0.929, -4.303], [1.349, -1.232, -3.085], [0.196, -1.431, -2.580], [3.454, -3.343, -5.159], [2.124, -3.371, -4.173], [2.749, -1.454, -7.137], [2.925, -0.094, -6.228]],
  "forces_ev_per_angstrom": [[-0.1, -0.2, -0.5], [0.2, -0.1, 0.4], [0.0, -0.8, -0.9], [0.3, 0.7, 1.1], [-0.2, -0.5, -0.4], [0.0, 0.0, 0.1], [-0.3, 0.3, 0.0], [0.1, -0.1, 0.1], [0.0, -0.1, -0.1], [0.1, 0.0, 0.0], [0.0, 0.0, -0.1], [0.0, 0.0, 0.2], [0.0, 0.2, 0.0], [-0.1, 0.0, 0.0], [0.1, 0.1, 0.0], [0.0, 0.0, 0.0], [0.1, 0.0, 0.0], [-0.1, -0.1, -0.1], [-0.3, 0.2, 0.1], [0.1, 0.0, 0.1], [0.0, -0.1, 0.0], [0.0, 0.0, 0.0], [0.0, -0.1, 0.0], [0.1, 0.1, -0.1], [0.1, 0.1, 0.1], [0.0, 0.0, 0.0], [0.1, 0.1, 0.0], [0.0, 0.0, 0.0], [0.0, 0.1, -0.1], [-0.1, 0.0, 0.1], [0.0, 0.0, 0.0], [0.0, 0.0, 0.0], [0.0, 0.0, 0.0], [0.0, 0.0, 0.0], [0.0, 0.0, 0.0], [0.0, 0.0, 0.0], [0.0, 0.0, 0.0], [0.0, 0.0, 0.0], [0.0, 0.0, 0.0], [0.0, 0.0, 0.0], [0.0, 0.0, 0.0], [0.0, 0.0, 0.0], [0.0, 0.0, 0.0], [0.0, 0.0, 0.0], [0.0, 0.0, 0.0], [0.0, 0.0, 0.0], [0.0, 0.0, 0.0], [0.0, 0.0, 0.0], [0.0, 0.0, 0.0], [0.0, 0.0, 0.0], [0.0, 0.0, 0.0], [0.1, 0.0, 0.1], [-0.1, 0.0, 0.1], [-0.1, -0.1, -0.2], [0.2, 0.1, 0.1], [-0.1, -0.1, 0.2], [0.1, 0.0, -0.1], [0.1, 0.1, -0.1], [0.0, 0.0, 0.0], [0.0, 0.0, 0.0], [0.0, 0.0, 0.0], [0.0, 0.0, 0.0], [0.0, 0.0, 0.0], [0.0, 0.0, 0.0], [0.0, 0.0, 0.0], [0.0, 0.0, 0.0], [0.0, 0.0, 0.0], [0.0, 0.0, 0.0], [0.0, 0.0, 0.0], [0.0, 0.0, 0.0], [-0.1, 0.1, 0.1], [0.0, 0.2, -0.3], [-0.1, -0.2, 0.0], [0.2, 0.0, 0.2], [0.4, 0.0, 0.0], [0.0, 0.0, 0.0], [0.0, 0.0, 0.0], [0.0, 0.0, 0.0], [0.0, 0.0, 0.0], [0.0, 0.0, 0.0], [0.1, 0.0, 0.0], [-0.1, 0.0, 0.0], [0.0, -0.1, -0.1], [-0.1, 0.0, 0.0], [0.0, 0.0, 0.2], [0.3, -0.2, 0.0], [-0.4, -0.1, 0.0], [0.2, -0.1, 0.1], [-1.0, 0.6, -0.8], [1.5, -0.3, 2.4], [-0.9, 0.2, -1.5], [-0.1, 0.1, 0.0], [0.0, 0.1, 0.0], [0.0, 0.0, 0.0], [0.0, 0.0, 0.0]],
  "lumo_ha": 0.152,
  "molar_mass_g_mol": 912.28,
  "e_tot_ha": -5896.40323,
  "homo_ev": 0.874,
  "charge": -2,
  "orbital_gap_ev": 3.267
}

(2)
{
  "formula": "C36H46N7SSeYb",
  "method": "ωB97M-V/def2-TZVPD",
  "symbols": ["Yb", "C", "C", "C", "N", "C", "C", "C", "C", "C", "C", "C", "N", "C", "C", "C", "N", "C", "C", "C", "C", "C", "C", "C", "N", "C", "C", "H", "H", "H", "H", "H", "H", "H", "H", "H", "H", "H", "H", "H", "H", "H", "H", "H", "H", "H", "H", "H", "H", "H", "H", "H", "H", "C", "C", "C", "C", "C", "C", "C", "C", "C", "C", "H", "H", "H", "H", "H", "H", "H", "H", "H", "H", "H", "H", "H", "H", "Se", "C", "N", "S", "C", "N", "C", "C", "N", "H", "H", "H", "H", "H", "H"],
  "positions_angstrom": [[-0.257, -0.458, 0.565], [-0.541, 1.621, 3.411], [-1.266, 2.745, 2.666], [-2.066, 2.264, 1.445], [-1.253, 1.752, 0.334], [-1.039, 2.437, -0.758], [-1.529, 3.770, -0.964], [-1.259, 4.717, -1.914], [-0.469, 4.666, -3.070], [0.133, 3.527, -3.539], [0.166, 2.232, -3.018], [-0.356, 1.657, -1.844], [-0.307, 0.354, -1.618], [-0.131, -0.527, -2.764], [-0.839, -1.851, -2.484], [-2.209, -1.656, -1.848], [-2.101, -1.531, -0.397], [-3.220, -1.462, 0.300], [-4.497, -1.298, -0.290], [-5.779, -1.425, 0.219], [-6.209, -1.843, 1.463], [-5.358, -2.153, 2.516], [-3.998, -1.984, 2.654], [-3.022, -1.426, 1.780], [-1.838, -0.995, 2.163], [-1.512, -0.828, 3.583], [-1.543, 0.629, 4.050], [0.116, 2.028, 4.184], [0.394, 1.604, 1.588], [-0.549, 3.512, 2.355], [-1.963, 3.230, 3.355], [-2.732, 3.070, 1.140], [-2.725, 1.445, 1.748], [-2.206, 4.120, -0.200], [-1.752, 5.668, -1.733], [-0.373, 5.573, -3.652], [0.676, 3.636, -4.475], [0.712, 1.532, -3.637], [0.923, -0.701, -3.012], [-0.591, -0.066, -3.647], [-0.238, -2.490, -1.832], [-0.932, -2.403, -3.423], [-2.869, -2.498, -2.090], [-2.674, -0.759, -2.284], [-4.466, -1.043, -1.340], [-6.560, -1.206, -0.503], [-7.272, -1.962, 1.620], [-5.838, -2.563, 3.400], [-3.615, -2.283, 3.619], [-0.517, -1.239, 3.754], [-2.187, -1.384, 4.230], [-1.382, 0.630, 5.131], [-2.561, 1.001, 3.896], [3.438, -1.534, -1.995], [3.756, -2.455, -0.821], [4.704, -1.763, 0.150], [2.484, -2.963, -0.165], [1.641, -3.834, -0.865], [0.468, -4.305, -0.312], [0.073, -3.918, 0.973], [-1.218, -4.410, 1.562], [0.932, -3.093, 1.690], [2.125, -2.626, 1.131], [4.360, -1.217, -2.487], [2.922, -0.631, -1.653], [2.815, -2.026, -2.744], [4.262, -3.342, -1.224], [4.256, -0.855, 0.560], [5.621, -1.476, -0.367], [4.977, -2.409, 0.984], [1.916, -4.139, -1.869], [-0.169, -4.969, -0.886], [-1.375, -4.000, 2.559], [-1.231, -5.499, 1.634], [-2.063, -4.107, 0.941], [0.701, -2.817, 2.713], [2.746, -1.990, 1.746], [2.060, -0.379, 4.009], [1.312, 0.053, 2.449], [0.291, 0.980, 2.387], [2.709, 1.743, 0.190], [3.597, 2.643, -0.910], [3.223, 3.005, -2.152], [4.151, 3.961, -2.733], [5.413, 3.717, -1.887], [4.837, 3.131, -0.687], [2.245, 2.931, -2.399], [3.784, 4.985, -2.623], [4.322, 3.761, -3.790], [5.939, 4.645, -1.663], [6.101, 3.025, -2.378], [5.356, 2.789, 0.102]],
  "forces_ev_per_angstrom": [[-0.1, 0.3, 0.0], [0.1, -0.1, -0.1], [-0.1, 0.1, 0.0], [0.0, 0.0, 0.0], [-0.2, -0.3, -0.1], [-0.1, 0.2, 0.0], [0.2, -0.2, 0.1], [0.0, 0.1, -0.2], [-0.1, 0.0, 0.2], [0.2, -0.1, -0.1], [-0.1, 0.0, -0.2], [-0.1, 0.1, 0.3], [0.2, 0.0, -0.1], [0.0, 0.1, 0.0], [0.1, -0.1, -0.1], [-0.1, 0.0, 0.1], [0.1, 0.1, 0.0], [0.0, 0.1, 0.2], [0.1, -0.2, 0.0], [-0.1, 0.1, -0.1], [0.1, 0.0, 0.0], [-0.1, -0.1, 0.1], [0.1, 0.2, -0.1], [-0.1, -0.2, 0.0], [-0.1, 0.1, 0.0], [0.0, -0.1, -0.1], [0.0, 0.1, 0.1], [-0.1, 0.0, 0.0], [0.2, 0.0, 0.0], [0.0, 0.0, 0.0], [0.0, 0.0, 0.0], [0.0, 0.0, 0.0], [0.1, 0.0, 0.0], [0.0, 0.0, 0.1], [0.0, 0.0, 0.0], [0.0, 0.0, 0.0], [0.0, 0.0, 0.0], [0.0, 0.0, 0.0], [0.0, 0.0, 0.0], [0.0, -0.1, 0.0], [0.0, 0.1, 0.0], [0.0, 0.0, 0.0], [0.0, 0.0, 0.0], [0.0, 0.0, 0.0], [0.0, 0.0, 0.0], [0.0, 0.0, 0.0], [0.0, 0.0, 0.0], [0.0, 0.0, 0.0], [0.0, 0.0, 0.0], [0.0, 0.0, 0.0], [0.0, 0.0, 0.0], [0.0, -0.1, 0.0], [0.0, 0.0, 0.0], [0.0, 0.1, -0.1], [0.0, -0.2, 0.1], [0.0, 0.0, 0.0], [0.1, 0.0, 0.0], [0.1, 0.0, 0.0], [-0.1, 0.0, 0.1], [0.1, -0.1, 0.0], [0.0, 0.0, 0.0], [-0.1, -0.1, -0.2], [-0.1, 0.1, 0.0], [0.0, 0.0, 0.0], [0.0, 0.0, 0.0], [0.0, 0.0, 0.0], [0.0, 0.1, 0.0], [0.0, 0.0, 0.0], [0.0, 0.0, 0.0], [0.0, 0.0, 0.0], [0.0, 0.0, 0.0], [0.0, 0.0, 0.0], [0.0, 0.0, 0.0], [0.0, 0.0, 0.0], [0.0, 0.0, 0.0], [0.0, 0.0, 0.0], [0.0, 0.0, 0.0], [0.1, -0.1, 0.3], [-0.3, 0.2, -0.4], [0.1, 0.0, 0.1], [0.2, 0.0, 0.0], [-0.2, -0.1, 0.1], [0.0, -0.1, 0.1], [0.0, 0.0, -0.1], [0.0, 0.1, 0.0], [-0.1, 0.0, 0.1], [0.0, 0.1, -0.1], [0.0, 0.0, 0.0], [0.0, 0.0, 0.0], [0.0, 0.0, 0.0], [0.0, 0.0, 0.0], [0.1, 0.0, 0.0]],
  "lumo_ha": [0.011, 0.012],
  "e_above_lowest_kcal_mol": 0.0,
  "molar_mass_g_mol": 860.88,
  "e_tot_ha": -5741.00723,
  "homo_ev": [-6.458, -6.469],
  "spin_multiplicity": 2,
  "orbital_gap_ev": [6.770, 6.785]
}